Molecular formula: C2H2I4
Method: DFT, ωB97M-V with the def2-TZVPD basis set

Each line ends with the natural charge from an NBO analysis.
Cartesian coordinates (Å):
1 C 0.12396 0.35690 0.21488  -0.329
2 C -1.08193 0.15523 0.58356  -0.395
3 I 1.28323 -0.93887 -1.20373  0.695
4 I 0.18413 0.21798 -3.65132  -0.330
5 I 2.68538 -1.64091 1.25178  -0.339
6 I -2.21663 1.38780 1.85553  0.213
7 H 0.57681 1.26093 0.70519  0.249
8 H -1.55495 -0.79907 0.24410  0.238

Properties
**Multiplicity**: 1
**Kohn-Sham gap**: 6.69 eV
**Energy above the lowest of the compared OMol25 structures with the same formula, charge and spin**: 27.7 kcal/mol


Molecular formula: C20H48Cl12O4S4
Method: DFT, ωB97M-V with the def2-TZVPD basis set

Each line ends with the Mulliken charge.
Cartesian coordinates (Å):
1 C 12.99003 6.99001 11.58874  -1.182
2 S 12.75055 8.69485 11.75744  0.307
3 O 11.28775 8.92240 11.77145  -0.559
4 C 13.30519 8.94932 13.44215  -1.081
5 H 12.59744 6.40909 12.44238  0.268
6 H 14.03124 6.85169 11.51599  0.475
7 H 12.55082 6.75357 10.64357  0.402
8 H 13.06424 10.04848 13.60677  -0.111
9 H 14.30794 8.61941 13.57805  0.657
10 H 12.61729 8.41303 14.06199  0.590
11 C 8.99886 7.70523 17.66150  -0.900
12 S 9.58641 8.41233 19.19225  0.486
13 O 10.29173 9.62012 18.62981  -0.451
14 C 8.00606 8.89814 19.88803  -0.899
15 H 8.83495 8.53820 16.92976  0.221
16 H 8.16836 6.95705 17.71236  0.474
17 H 9.86800 7.13072 17.31935  0.194
18 H 7.81266 8.63864 20.93727  0.347
19 H 7.20334 8.36185 19.32541  0.310
20 H 7.84488 9.97277 19.62783  0.207
21 C 9.53059 10.55524 13.92162  -0.316
22 S 10.08067 11.38207 15.37804  0.297
23 O 11.37672 10.76146 15.81075  -0.419
24 C 10.73853 12.87418 14.50185  0.067
25 H 10.28475 10.54174 13.15416  -0.201
26 H 8.63012 11.05291 13.54431  0.584
27 H 9.17865 9.52643 14.23827  -0.105
28 H 11.32094 13.47964 15.28272  0.203
29 H 9.98597 13.46858 13.93746  0.235
30 H 11.39483 12.32527 13.82246  -0.438
31 C 14.83001 12.09729 11.09649  -0.774
32 S 13.06081 12.14071 10.65804  0.425
33 O 12.34302 12.25242 11.94293  -0.440
34 C 13.16253 13.78707 9.99752  -0.816
35 H 14.85028 11.12789 11.46624  0.169
36 H 14.77210 12.90208 11.84732  0.190
37 H 15.43464 12.22185 10.15788  0.410
38 H 12.13692 14.12423 9.91938  0.061
39 H 13.58411 13.74295 8.99415  0.409
40 H 13.88020 14.32164 10.65672  0.324
41 Cl 12.41759 6.76153 17.84173  -0.234
42 C 13.25840 8.20143 18.48686  -0.417
43 C 13.68146 9.17099 17.40040  0.523
44 Cl 14.81630 8.36382 16.27416  -0.218
45 H 14.14603 7.81693 18.92915  0.555
46 H 12.67974 8.74920 19.28814  0.161
47 H 14.29793 9.94988 17.83851  0.265
48 H 12.85118 9.58499 16.80652  -0.458
49 Cl 6.09664 6.01537 15.40576  -0.208
50 C 7.54531 6.06930 14.34749  0.090
51 C 7.94334 4.64320 14.03542  -0.486
52 Cl 9.33310 4.60071 12.90442  -0.182
53 H 8.34295 6.57123 14.87187  0.140
54 H 7.21085 6.67442 13.53799  0.005
55 H 7.13423 4.06478 13.45987  0.305
56 H 8.22768 4.05651 14.90560  0.329
57 Cl 15.53173 14.84639 14.75251  -0.210
58 C 13.93601 13.94872 15.01906  -0.410
59 C 14.22957 12.51350 15.37021  0.774
60 Cl 15.19042 12.61016 16.99894  -0.220
61 H 13.40047 14.02468 14.05386  0.045
62 H 13.38583 14.49408 15.81280  0.411
63 H 14.75399 12.00443 14.56569  0.285
64 H 13.33241 11.90329 15.59062  -0.602
65 Cl 11.93059 13.91944 18.85121  -0.193
66 C 11.26845 12.43708 19.67004  0.193
67 C 9.90407 12.66323 20.15896  -0.221
68 Cl 10.01409 13.90295 21.46533  -0.220
69 H 11.95426 12.22176 20.48281  0.372
70 H 11.25298 11.65407 18.89807  -0.312
71 H 9.36004 11.88192 20.70215  0.104
72 H 9.23156 13.05412 19.38407  0.298
73 Cl 10.29464 15.44030 11.33799  -0.150
74 C 8.78620 14.55005 11.05283  -0.431
75 C 9.03596 13.13736 10.50873  0.247
76 Cl 9.68066 13.09095 8.85746  -0.183
77 H 8.11635 15.13921 10.41459  0.399
78 H 8.32228 14.45026 12.07427  0.250
79 H 8.16066 12.45617 10.49453  0.344
80 H 9.84894 12.71585 11.08180  -0.448
81 Cl 6.96449 9.15955 11.58608  -0.231
82 C 8.47097 8.48808 11.09181  0.479
83 C 8.49688 7.85486 9.67799  -0.346
84 Cl 7.35201 6.53718 9.50068  -0.215
85 H 8.72597 7.81469 11.89338  -0.028
86 H 9.24118 9.32862 11.00653  -0.109
87 H 9.47122 7.42473 9.60750  0.194
88 H 8.25562 8.59899 8.88388  0.347

Properties
**Multiplicity**: 1
**Kohn-Sham gap**: 9.33 eV


Molecular formula: C35H33ClN4RuSi2
Method: DFT, ωB97M-V with the def2-TZVPD basis set

Each line ends with the Löwdin spin population.
Cartesian coordinates (Å):
1 C -1.88871 -0.99775 4.82142  0.080
2 C -2.53626 -0.36985 3.69306  0.000
3 C -2.30830 -1.20409 2.52346  0.070
4 H -3.12696 0.53803 3.71322  -0.001
5 C -1.53799 -2.35117 2.94898  0.079
6 C -1.30062 -2.22897 4.36632  0.018
7 H -0.77765 -2.95274 4.98586  0.000
8 H -1.85674 -0.61463 5.83752  0.008
9 H -2.64901 -1.01540 1.51257  0.009
10 H -1.18598 -3.14560 2.29790  0.009
11 Ru -0.47203 -0.54794 3.25748  1.537
12 Si -0.56208 -0.21147 -2.84588  0.347
13 C -0.09179 1.29069 -3.84509  0.243
14 C 1.21597 1.43630 -4.32478  0.103
15 H 1.93790 0.62524 -4.19758  0.002
16 C 1.61998 2.63345 -4.92763  0.001
17 H 2.66187 2.76477 -5.23276  -0.001
18 C 0.69390 3.66803 -5.10668  0.130
19 H 1.01684 4.61886 -5.55182  0.005
20 C -0.64289 3.48302 -4.72299  0.045
21 H -1.37310 4.27754 -4.89402  0.001
22 C -1.03662 2.29639 -4.09685  0.060
23 H -2.07486 2.15220 -3.78252  0.002
24 C 0.13675 -1.61672 -3.89061  0.206
25 C -0.43937 -1.91440 -5.13867  0.114
26 H -1.29399 -1.33486 -5.49355  0.003
27 C 0.10228 -2.94306 -5.91702  0.004
28 H -0.32058 -3.15953 -6.90073  -0.002
29 C 1.18433 -3.69096 -5.43447  0.137
30 H 1.58656 -4.51656 -6.02621  0.005
31 C 1.77600 -3.36324 -4.20872  0.061
32 H 2.62980 -3.92368 -3.82910  0.001
33 C 1.28998 -2.28831 -3.46783  0.040
34 H 1.80830 -1.97520 -2.55735  0.002
35 H -2.03055 -0.24144 -2.84531  0.021
36 Si 1.12626 0.14195 -0.61789  0.127
37 C 0.16983 -1.55326 -0.52362  0.080
38 C -1.21062 -1.80335 -0.72513  0.042
39 H -1.95927 -1.02008 -0.88209  0.002
40 C -1.69141 -3.11942 -0.72194  -0.001
41 H -2.73297 -3.29198 -1.00759  0.000
42 C -0.85497 -4.17238 -0.37262  0.029
43 H -1.23476 -5.19800 -0.37850  0.001
44 C 0.47597 -3.92093 -0.01237  0.008
45 H 1.12420 -4.72932 0.33767  0.000
46 C 0.98694 -2.62097 -0.11184  0.028
47 H 2.04267 -2.43453 0.12939  0.001
48 C -0.11371 1.57207 -0.47901  0.052
49 C -1.41914 1.40210 0.01149  0.032
50 H -1.77301 0.41777 0.33159  0.004
51 C -2.29464 2.48415 0.08171  -0.001
52 H -3.32095 2.32072 0.41984  0.000
53 C -1.84149 3.75669 -0.28346  0.026
54 H -2.53444 4.59699 -0.27354  0.001
55 C -0.50041 3.95581 -0.63003  0.001
56 H -0.11896 4.96560 -0.81371  0.000
57 C 0.36783 2.86614 -0.73237  0.022
58 H 1.41841 3.00552 -1.01410  0.001
59 H 2.55321 0.36477 -0.68931  0.004
60 Cl 1.47903 0.12691 1.64062  0.123
61 N 1.09805 3.01708 4.82263  0.000
62 C 0.09035 3.71920 4.18535  0.002
63 C -0.70943 2.79526 3.57068  0.005
64 N -0.20473 1.53295 3.84959  0.023
65 C 0.88563 1.68776 4.59954  0.002
66 C 1.64598 0.53247 4.96124  0.001
67 N 1.23444 -0.66336 4.54520  0.034
68 C 2.14242 -1.61067 4.99841  0.005
69 C 3.11553 -0.96117 5.70856  0.003
70 N 2.80377 0.39331 5.67702  0.000
71 H 1.86959 3.39828 5.37764  0.000
72 H 0.02318 4.79362 4.22426  0.000
73 H -1.59687 2.92653 2.97122  0.000
74 H 2.00822 -2.65921 4.78556  0.000
75 H 3.97714 -1.35525 6.21895  0.001
76 H 3.31876 1.16328 6.10134  0.000

Properties
**Charge**: +2
**Expectation value of S²**: 6.036
**Multiplicity**: 5
**Kohn-Sham gap (spin up / spin down)**: 4.74 / 2.51 eV


| no. | M (g/mol) | electronic energy (eV) |
| --- | --- | --- |
| 1 | 533.7 | -34506.8330 |
| 2 | 906.3 | -223315.9070 |
| 3 | 702.4 | -73632.6178 |